# 1
DFT (ωB97M-V/def2-TZVPD) results for 4 unconnected molecules or ions with the total composition C23H40BClFN4O12S2 at a distorted geometry.

HOMO ... -11.45 eV
Energy ... -3403.31281 Eh
Net charge ... +1
HOMO-LUMO gap ... 7.9 eV

Structure (XYZ):
```
84
Properties=species:S:1:pos:R:3:forces:R:3
C 3.365094 0.284883 0.862740 -1.281 0.607 -0.808
C 3.165590 1.688783 0.109864 1.153 -0.877 1.456
O 3.159439 1.456808 -1.337011 -2.669 0.539 -0.516
B 1.831555 1.408238 -1.849251 1.262 1.266 -0.793
O 1.262490 2.409985 -2.712725 1.255 -1.236 2.682
N 0.961949 0.235641 -1.502031 -0.006 0.183 0.057
C 1.506027 -1.148145 -1.737280 0.426 -1.671 -1.116
C 1.818876 -1.392128 -3.300133 -0.481 -0.675 0.809
F 0.611815 -1.095170 -4.001630 1.576 0.048 0.544
C -0.273219 0.419656 -1.045813 -6.015 -0.460 1.739
N -1.221399 -0.601841 -0.694050 -1.220 0.964 0.297
C -2.473177 -0.092698 -0.280257 5.154 0.781 -1.782
C -3.728886 -0.953497 0.125676 -0.030 0.543 0.896
C -3.409705 -2.484956 0.428892 0.522 0.114 -0.648
C -2.889459 -3.323218 -0.822307 0.012 -0.586 -0.193
C -4.072428 -3.924697 -1.739042 0.601 1.513 0.469
S -3.266804 -4.266132 -3.402157 2.622 -6.212 0.067
O -4.031737 -5.247541 -4.222790 0.752 3.496 1.615
O -1.905878 -4.833312 -3.056028 -3.225 2.399 -0.665
Cl -2.889865 -2.453344 -4.362931 -0.612 -0.574 0.584
N -2.272203 1.328355 -0.344226 -2.291 -2.361 0.487
S -3.540166 2.467601 0.077138 -1.232 5.344 5.160
C -4.985998 2.277836 -1.099606 -0.320 -1.138 -0.442
O -3.954765 2.185983 1.501617 0.962 -0.935 -4.444
O -3.028708 3.888568 0.028021 -0.405 -4.287 -1.487
N -1.016896 1.607296 -0.784849 3.110 -0.892 -1.191
H 3.627548 0.396491 1.956834 -0.115 -0.128 -1.453
H 4.141171 -0.300008 0.275022 -0.883 0.759 1.036
H 2.349829 -0.248417 0.792679 1.541 0.484 0.265
H 4.072494 2.342138 0.350861 -1.437 -0.691 -0.563
H 2.210319 2.211585 0.439044 1.140 -0.513 -0.299
H 1.747810 3.243239 -2.520833 -0.182 -0.581 -0.634
H 0.771100 -1.960341 -1.445058 0.606 1.424 -0.156
H 2.464676 -1.347032 -1.170546 -1.151 0.648 -0.484
H 2.727020 -0.819530 -3.662377 -1.423 -0.166 0.161
H 2.036585 -2.499078 -3.497747 -0.329 1.520 0.551
H -4.560411 -0.850591 -0.639786 1.146 0.020 0.662
H -4.134543 -0.502276 1.100628 0.574 -0.400 -1.439
H -2.618764 -2.526856 1.243056 -1.030 0.040 -0.988
H -4.355695 -2.974309 0.820681 1.092 0.766 -0.341
H -2.267924 -4.193978 -0.414514 -0.965 1.163 -0.751
H -2.202070 -2.757782 -1.523168 -0.764 -0.360 1.230
H -4.474477 -4.873311 -1.266890 0.396 0.955 -1.257
H -4.874780 -3.153278 -1.952749 0.747 -1.033 0.365
H -5.911265 1.910760 -0.531594 1.582 0.620 -0.434
H -4.720949 1.466054 -1.850601 -0.297 1.252 0.725
H -5.208797 3.277122 -1.591944 0.742 -1.273 0.745
H -0.643038 2.556078 -0.906928 -0.849 -0.361 0.150
O 4.935713 -1.548735 2.832154 0.365 0.418 -0.411
C 5.911433 -1.687209 2.140506 -0.605 -0.330 0.434
O 6.387057 -0.730570 1.299475 -0.300 -0.063 0.354
C 7.490267 -1.259957 0.550554 0.444 0.083 -0.379
C 8.008602 -2.417916 1.372105 0.485 -0.336 0.036
C 6.749202 -2.933435 2.039339 0.521 0.037 0.049
H 7.125234 -1.576641 -0.431164 -0.021 0.023 0.048
H 8.245400 -0.485185 0.412934 -0.262 0.092 0.026
H 8.529435 -3.168840 0.776771 -0.039 0.116 -0.013
H 8.702843 -2.050910 2.133509 -0.056 -0.020 -0.096
H 6.227133 -3.663729 1.416459 -0.070 -0.009 0.134
H 6.956462 -3.347105 3.025367 -0.347 -0.063 -0.075
O 7.237813 -0.422578 6.188464 -0.271 0.333 0.485
C 6.165239 -0.133180 6.647284 0.655 -0.519 -0.379
O 5.987077 0.388428 7.890475 0.212 -0.047 -0.304
C 4.584956 0.511234 8.159580 -0.294 0.143 0.365
C 3.921061 0.545844 6.801424 -0.515 0.109 -0.223
C 4.835738 -0.330694 5.969696 -0.392 0.449 -0.026
H 4.267770 -0.349222 8.755915 0.038 0.029 -0.032
H 4.399534 1.422789 8.729272 0.243 -0.116 0.050
H 2.884284 0.206431 6.819898 0.072 0.036 0.089
H 3.934105 1.567040 6.408201 -0.017 -0.069 0.073
H 4.557265 -1.384920 6.032241 0.110 0.016 -0.148
H 4.872463 -0.003879 4.931702 0.171 -0.390 0.011
O -8.201644 1.801165 -2.450094 0.694 0.063 -0.356
C -7.838768 2.634916 -3.237234 -0.582 -0.269 0.724
O -6.663386 2.568703 -3.919103 -0.117 -0.229 0.288
C -6.489607 3.770430 -4.685033 0.293 0.303 -0.420
C -7.881297 4.335273 -4.858993 -0.267 0.399 -0.313
C -8.570071 3.905150 -3.578779 -0.062 0.112 -0.544
H -5.832730 4.446784 -4.129246 -0.025 -0.031 -0.003
H -6.022485 3.531423 -5.641120 0.070 -0.166 0.212
H -7.890585 5.413561 -5.021882 0.081 -0.096 -0.008
H -8.369549 3.861163 -5.715326 0.083 0.060 0.059
H -8.422296 4.628655 -2.773516 -0.119 -0.097 0.055
H -9.631051 3.716078 -3.735739 0.064 -0.008 0.371
```
Positions in Å, forces in eV/Å.

---

# 2
DFT (ωB97M-V/def2-TZVPD) results for 2 unconnected molecules or ions with the total composition C2H11N5O at a distorted geometry.

HOMO ... -16.26 eV
Energy ... -431.03169 Eh
Net charge ... +2
Relative energy (zero: lowest compared OMol25 entry of this formula, charge and spin) ... 78.2 kcal per mole
HOMO-LUMO gap ... 8.6 eV

Structure (XYZ):
```
19
Properties=species:S:1:pos:R:3:forces:R:3
C -0.727198 -0.192398 0.848032 0.273 0.247 1.468
C -3.004726 -0.034519 -0.212235 -0.382 -0.627 2.657
N -1.851324 0.513132 0.195975 -1.899 1.021 -1.164
N 1.155507 -1.538595 -0.076073 0.328 2.416 3.368
N 3.570161 1.429004 -0.533318 -2.903 -3.875 0.414
N 0.341107 -0.329148 -0.111962 -0.093 1.394 -0.461
N 2.806363 0.457679 -0.422012 1.049 0.934 -0.018
O -3.905162 0.700691 -0.756617 1.259 0.746 -0.248
H -0.430311 0.410204 1.782886 -0.553 -0.753 -1.392
H -1.041786 -1.185620 1.205553 -0.229 0.412 -0.192
H -3.422071 -1.049577 0.177343 1.689 1.313 -0.938
H -1.784662 1.583830 0.021224 0.041 -2.385 0.267
H 1.769709 -1.359891 -0.839163 0.283 -1.168 -2.180
H 0.682835 -2.440502 0.187512 0.641 0.964 -1.044
H 4.174687 1.562319 0.220685 1.889 1.309 1.218
H 3.517258 1.907715 -1.383786 0.737 1.768 -1.565
H 1.035333 0.500683 -0.074915 -1.336 -2.090 -0.334
H 1.884472 -1.228140 0.620600 -0.324 -1.266 0.294
H -4.770199 0.293137 -0.849732 -0.470 -0.361 -0.149
```
Positions in Å, forces in eV/Å.

---

# 3
DFT (ωB97M-V/def2-TZVPD) results for a molecular structure, C5H8O.

HOMO ... -9.22 eV
Energy ... -270.47088 Eh
Net charge ... 0
Relative energy (zero: lowest compared OMol25 entry of this formula, charge and spin) ... 54.6 kcal per mole
HOMO-LUMO gap ... 10.3 eV

Structure (XYZ):
```
14
Properties=species:S:1:pos:R:3:forces:R:3
C -0.187109 0.884709 1.386725 0.001 -0.038 -0.006
C -0.861026 -0.027541 0.387284 -0.061 0.041 0.078
C -0.437034 -0.111834 -1.065800 -0.092 0.133 -0.195
C 1.079919 0.001182 -1.103911 0.123 0.307 -0.139
O 1.224194 -1.098318 -0.174677 0.088 -0.057 0.068
C -0.192040 -1.261406 -0.135100 -0.193 -0.286 0.160
H 0.899216 0.781832 1.321962 -0.164 0.044 0.077
H -0.474656 0.619280 2.407886 -0.016 0.043 -0.107
H -0.450701 1.933354 1.211710 0.020 -0.136 0.038
H -1.939078 -0.139541 0.503744 0.188 -0.036 -0.028
H -1.126442 -0.025251 -1.898368 0.166 0.032 0.130
H 1.487361 0.936687 -0.698630 0.032 -0.157 -0.133
H 1.569696 -0.222253 -2.056086 -0.198 -0.085 0.080
H -0.592300 -2.270898 -0.086738 0.106 0.193 -0.023
```
Positions in Å, forces in eV/Å.

---

> Which formula does entry 1 have?

C23H40BClFN4O12S2

---

> Among the records above, which one has the highest energy?

C5H8O